Entry 1:
111
Properties=species:S:1:pos:R:3 method="wB97M-V/def2-TZVPD" e_homo_ev=-5.78 e_lumo_ev=-0.12
K 1.8065 0.4226 -0.4265
C -2.2433 0.6574 -0.1138
N -2.2887 -0.3047 -1.2134
C -2.2374 0.2063 -2.5662
C -0.9137 0.7551 -3.0205
N -0.1035 1.4908 -2.3114
C 0.9979 1.7081 -3.1335
C 2.2041 2.3539 -2.8559
C 3.1700 2.3556 -3.8454
C 2.9528 1.7409 -5.0871
C 1.7627 1.0983 -5.3757
C 0.8007 1.0920 -4.3745
N -0.4459 0.5077 -4.2813
C -2.8928 0.0470 1.0855
N -2.2937 -0.2997 2.1880
C -3.2912 -0.8269 2.9937
C -3.2209 -1.3263 4.2920
C -4.3825 -1.8082 4.8669
C -5.6016 -1.7899 4.1736
C -5.6952 -1.2811 2.8909
C -4.5226 -0.7998 2.3206
N -4.2378 -0.2195 1.1043
H -2.8118 1.5380 -0.4262
H -1.2464 1.0118 0.1584
H -1.5867 -1.0224 -1.0766
H -2.9962 0.9870 -2.6717
H -2.5316 -0.6021 -3.2439
H 2.3791 2.8286 -1.8946
H 4.1179 2.8432 -3.6591
H 3.7356 1.7683 -5.8337
H 1.5980 0.6190 -6.3326
H -0.8646 -0.1246 -4.9414
H -2.2835 -1.3201 4.8340
H -4.3558 -2.1992 5.8755
H -6.4901 -2.1729 4.6581
H -6.6403 -1.2551 2.3639
H -4.8631 -0.0857 0.3297
C 2.0528 2.9592 0.9995
C 3.0272 2.1701 1.6433
C 2.3620 1.1758 2.3857
C 0.9722 1.3498 2.2052
C 0.7851 2.4535 1.3485
H 2.2409 3.8351 0.3911
H 4.0969 2.3310 1.6101
H 2.8447 0.4517 3.0320
H 0.1785 0.7647 2.6513
H -0.1651 2.8672 1.0349
C 5.1188 -5.0946 5.6158
C 4.2602 -4.3071 4.6646
C 4.6410 -4.1310 3.3383
C 3.8387 -3.4311 2.4496
C 2.6406 -2.9058 2.8986
C 2.2506 -3.0364 4.2226
C 3.0594 -3.7437 5.0954
S 1.6054 -2.0123 1.7387
O 2.4572 -1.7981 0.5302
C 0.4124 -3.3213 1.3899
C -0.7707 -3.1798 2.1515
C -1.8130 -4.0371 1.9718
C -1.7355 -5.0630 1.0013
C -2.8219 -5.9434 0.7690
C -2.7439 -6.9101 -0.1901
C -1.5728 -7.0447 -0.9681
C -0.5097 -6.2117 -0.7704
C -0.5598 -5.1952 0.2208
C 0.5310 -4.2952 0.4285
C 1.7384 -4.4341 -0.4403
C 2.7187 -5.4247 -0.1401
C 2.5973 -6.2842 0.9798
C 3.5708 -7.1989 1.2618
C 4.7135 -7.3024 0.4409
C 4.8558 -6.4876 -0.6456
C 3.8645 -5.5287 -0.9657
C 4.0078 -4.6600 -2.0781
C 3.0594 -3.7244 -2.3577
C 1.9218 -3.6313 -1.5327
S 0.7805 -2.2800 -1.8215
O 1.6019 -1.1490 -2.3426
C -0.0814 -2.9308 -3.2449
C 0.3823 -2.6547 -4.5212
C -0.3240 -3.1355 -5.6127
C -1.4891 -3.8840 -5.4434
C -2.2360 -4.4279 -6.6301
C -1.9418 -4.1318 -4.1500
C -1.2481 -3.6550 -3.0479
H 6.1536 -5.1295 5.2774
H 4.7603 -6.1235 5.6954
H 5.1003 -4.6629 6.6163
H 5.5814 -4.5457 2.9941
H 4.1325 -3.2743 1.4195
H 1.3305 -2.5819 4.5714
H 2.7632 -3.8463 6.1326
H -0.8564 -2.3430 2.8347
H -2.7258 -3.9141 2.5446
H -3.7162 -5.8294 1.3697
H -3.5787 -7.5779 -0.3590
H -1.5211 -7.8141 -1.7275
H 0.3826 -6.3169 -1.3735
H 1.7298 -6.1970 1.6217
H 3.4704 -7.8444 2.1247
H 5.4785 -8.0304 0.6778
H 5.7320 -6.5602 -1.2785
H 4.8952 -4.7432 -2.6937
H 3.1788 -3.0254 -3.1752
H 1.2710 -2.0454 -4.6396
H 0.0321 -2.9280 -6.6153
H -1.9523 -3.9145 -7.5477
H -3.3134 -4.3265 -6.4993
H -2.0209 -5.4900 -6.7632
H -2.8541 -4.6976 -4.0013
H -1.6165 -3.8401 -2.0448

Entry 2:
106
Properties=species:S:1:pos:R:3 method="wB97M-V/def2-TZVPD" e_homo_ev="-15.64 / -15.64" e_lumo_ev="-10.77 / -10.77" total_charge=+3
Pt -0.5524 0.3177 0.2150
C 0.1469 0.8220 3.4927
Si -0.3857 -0.5882 2.4005
C 1.1159 -1.6867 2.1522
C 1.3360 -2.8301 2.9185
C 2.5681 -3.4712 2.8869
C 3.5970 -2.9763 2.0962
C 3.3876 -1.8609 1.2956
C 2.1504 -1.2178 1.3105
P 1.7494 0.1269 0.1802
C 2.1723 -0.3739 -1.5061
C 2.5850 -1.6680 -1.8258
C 2.8532 -1.9955 -3.1491
C 2.6860 -1.0542 -4.1551
C 2.2428 0.2264 -3.8433
C 1.9808 0.5642 -2.5266
C 2.6679 1.6320 0.5797
C 2.1592 2.9449 0.1424
C 2.6595 4.1564 0.9198
C 4.1320 3.9894 1.2379
C 4.6855 2.7817 1.3606
C 3.8844 1.5803 1.1601
C -2.1494 -1.0276 2.8572
C -2.4616 -1.3866 4.1678
C -3.7879 -1.5002 4.5701
C -4.8152 -1.2677 3.6691
C -4.5245 -0.9298 2.3519
C -3.2006 -0.8122 1.9494
P -2.7549 -0.4363 0.2435
C -4.1465 0.2792 -0.6264
C -4.6448 1.5076 -0.1844
C -5.7139 2.0880 -0.8449
C -6.2670 1.4593 -1.9560
C -5.7707 0.2396 -2.3930
C -4.7023 -0.3545 -1.7349
C -2.2985 -2.0220 -0.4917
C -2.7820 -3.2404 -0.0137
C -2.3240 -4.4208 -0.5737
C -1.3668 -4.3976 -1.5878
C -0.8764 -3.1928 -2.0666
C -1.3386 -2.0019 -1.5214
H -0.0488 0.5590 4.5397
H -0.4017 1.7408 3.2791
H 1.2151 1.0121 3.3937
H 0.5468 -3.2194 3.5532
H 2.7267 -4.3585 3.4868
H 4.5615 -3.4677 2.0881
H 4.1817 -1.5113 0.6464
H 2.7011 -2.4196 -1.0578
H 3.1949 -2.9943 -3.3906
H 2.8949 -1.3200 -5.1837
H 2.0993 0.9613 -4.6263
H 1.6287 1.5627 -2.2969
H 2.3525 3.0815 -0.9187
H 2.5026 5.0436 0.3056
H 4.6878 4.8921 1.4627
H 5.7292 2.6695 1.6232
H 4.3009 0.6312 1.4756
H -1.6717 -1.5636 4.8912
H -4.0136 -1.7556 5.5973
H -5.8454 -1.3439 3.9914
H -5.3256 -0.7641 1.6413
H -4.2051 1.9956 0.6811
H -6.1204 3.0280 -0.4939
H -7.0899 1.9248 -2.4835
H -6.2202 -0.2552 -3.2439
H -4.3188 -1.3104 -2.0708
H -3.5181 -3.2614 0.7804
H -2.7142 -5.3669 -0.2214
H -1.0101 -5.3292 -2.0089
H -0.1460 -3.1773 -2.8654
H -0.9964 -1.0559 -1.9336
C -4.0367 5.7699 -0.1420
C -3.2719 5.7383 1.0194
C -2.0996 4.9969 1.0618
C -1.7149 4.3164 -0.0925
C -2.4662 4.3242 -1.2598
C -3.6335 5.0743 -1.2777
Sb -0.1081 2.9180 0.0368
C 0.9949 4.0767 -2.5173
C 0.1310 3.7271 -3.5278
C 0.3966 4.2674 -4.7875
C 1.5006 5.0868 -4.9767
C 2.3542 5.3764 -3.9216
C 2.0993 4.8666 -2.6447
C 1.9510 4.4582 2.2420
C 1.2992 5.6848 2.3795
C 0.7144 6.0418 3.5876
C 0.7750 5.1767 4.6696
C 1.4079 3.9464 4.5371
C 2.0110 3.5997 3.3372
H -4.9570 6.3399 -0.1624
H -3.5855 6.2865 1.8982
H -1.5007 4.9751 1.9633
H -2.1557 3.7874 -2.1443
H -4.2242 5.1122 -2.1836
H -0.7091 3.0672 -3.3873
H -0.2710 4.0373 -5.6088
H 1.7001 5.5042 -5.9550
H 3.2304 5.9960 -4.0630
H 2.7739 5.1148 -1.8330
H 1.2521 6.3731 1.5407
H 0.2353 7.0068 3.6917
H 0.3537 5.4699 5.6232
H 1.4680 3.2700 5.3807
H 2.5689 2.6751 3.2690

Entry 3:
113
Properties=species:S:1:pos:R:3 method="wB97M-V/def2-TZVPD" spin_multiplicity=2 e_homo_ev="-12.12 / -12.12" s2=0.75 e_lumo_ev="-5.58 / -5.45" total_charge=+2
Ti -0.2593 -0.0741 -0.9464
C -3.4141 0.0113 -0.6201
C -3.4419 -1.4992 -0.8606
C -2.6926 -1.9339 -2.0957
C -3.3958 -2.6388 -3.0625
C -2.7820 -3.0069 -4.2475
C -1.4565 -2.6628 -4.4237
C -0.8204 -1.9714 -3.4164
N -1.3927 -1.6091 -2.2556
N -2.1555 0.5602 -0.0603
C -1.9662 0.1521 1.3518
C -1.4570 -1.2602 1.4159
C -1.9052 -2.1677 2.3562
C -1.4190 -3.4631 2.3323
C -0.5170 -3.8136 1.3363
C -0.1222 -2.8544 0.4320
N -0.5565 -1.5827 0.4688
C -2.2010 2.0330 -0.1416
C -0.8278 2.6509 -0.1232
C -0.6975 4.0219 -0.2509
C 0.5636 4.5791 -0.3606
C 1.6651 3.7409 -0.2754
C 1.4531 2.3932 -0.0930
N 0.2339 1.8306 -0.0517
H -4.2363 0.2709 0.0558
H -3.5971 0.5035 -1.5748
H -4.4885 -1.7561 -1.0159
H -3.1172 -2.0645 0.0096
H -4.4322 -2.8915 -2.8868
H -3.3346 -3.5291 -5.0168
H -0.9247 -2.9016 -5.3337
H 0.2115 -1.6921 -3.5624
H -2.8884 0.2531 1.9308
H -1.2134 0.8069 1.7972
H -2.6346 -1.8623 3.0942
H -1.7471 -4.1904 3.0631
H -0.1231 -4.8169 1.2609
H 0.5778 -3.1135 -0.3485
H -2.8179 2.4427 0.6653
H -2.6689 2.3160 -1.0833
H -1.5844 4.6417 -0.2935
H 0.6851 5.6453 -0.4981
H 2.6750 4.1192 -0.3490
H 2.2904 1.7314 0.0493
O -1.2422 0.6469 -4.4847
C -0.4146 0.8737 -3.6479
O -0.6789 0.9851 -2.3474
C 1.0630 1.0662 -3.9412
P 2.0927 0.3353 -2.5591
C 3.5496 1.4613 -2.6215
C 3.8638 2.1208 -3.8125
C 4.9834 2.9343 -3.8959
C 5.8051 3.1135 -2.7928
C 5.5123 2.4494 -1.6117
C 4.3979 1.6263 -1.5281
C 2.8520 -1.2112 -3.2133
C 3.9585 -1.2437 -4.0600
C 4.4892 -2.4586 -4.4685
C 3.9385 -3.6543 -4.0308
C 2.8538 -3.6360 -3.1669
C 2.3274 -2.4222 -2.7581
H 1.2329 2.1448 -3.9000
H 1.3087 0.6918 -4.9306
H 3.2498 1.9977 -4.6945
H 5.2126 3.4270 -4.8320
H 6.6740 3.7544 -2.8585
H 6.1548 2.5632 -0.7479
H 4.2251 1.0918 -0.6043
H 4.4204 -0.3289 -4.4019
H 5.3442 -2.4727 -5.1315
H 4.3550 -4.5985 -4.3552
H 2.4227 -4.5642 -2.8120
H 1.4918 -2.4021 -2.0706
I 2.7924 -1.0175 0.6102
C 3.7953 -1.7620 2.3573
C 4.5104 -2.8775 2.0137
C 5.3850 -3.4920 2.9222
C 5.5667 -2.9284 4.1427
C 4.8542 -1.7690 4.5264
C 5.1311 -1.2155 5.7934
C 4.4949 -0.0929 6.2236
C 3.5039 0.4713 5.4165
C 3.1609 -0.0384 4.1812
P 1.6143 0.7021 3.4704
C 0.5393 0.4076 4.9455
C 0.0498 1.3452 5.8493
C -0.7688 0.9448 6.8998
C -1.1001 -0.3901 7.0662
C -0.5900 -1.3375 6.1880
C 0.2136 -0.9383 5.1323
C 2.0584 2.4798 3.5188
C 1.0840 3.4727 3.6282
C 1.4347 4.8150 3.5840
C 2.7561 5.1858 3.3830
C 3.7255 4.2064 3.2166
C 3.3813 2.8646 3.2828
C 3.8809 -1.1575 3.6554
H 4.4290 -3.2799 1.0130
H 5.9257 -4.3793 2.6221
H 6.2756 -3.3541 4.8417
H 5.8713 -1.7021 6.4169
H 4.7195 0.3397 7.1897
H 2.9654 1.3307 5.7930
H 0.3303 2.3861 5.7685
H -1.1383 1.6847 7.5985
H -1.7386 -0.6953 7.8848
H -0.8143 -2.3878 6.3320
H 0.6323 -1.6830 4.4610
H 0.0435 3.2000 3.7600
H 0.6731 5.5754 3.7050
H 3.0302 6.2326 3.3606
H 4.7563 4.4902 3.0446
H 4.1515 2.1109 3.1718

Entry 4:
115
Properties=species:S:1:pos:R:3 method="wB97M-V/def2-TZVPD" e_homo_ev=-1.46 e_lumo_ev=3.81 total_charge=-2
Rb -0.9917 -0.4703 0.1704
C -5.4520 0.9729 -1.4247
O -5.2887 2.3773 -1.5406
C -4.6068 2.9519 -0.4751
C -5.2298 3.9510 0.2396
C -4.5819 4.5955 1.2979
C -3.2955 4.1893 1.6325
C -2.6524 3.1876 0.9216
C -1.2516 2.7693 1.1924
N -0.7878 2.0544 2.1377
N -1.6107 1.7577 3.2333
C -1.9371 0.4971 3.3603
O -1.8481 -0.4679 2.5511
C -2.4899 0.1765 4.7428
C -2.6808 -1.1520 5.0971
C -3.1398 -1.4927 6.3648
C -3.4319 -0.5007 7.2904
C -3.2634 0.8346 6.9356
C -2.7945 1.1680 5.6738
C -3.2671 2.5320 -0.1841
O -2.6580 1.6396 -0.8680
H -5.9851 0.6507 -2.3209
H -4.4793 0.4827 -1.3600
H -6.0552 0.7305 -0.5420
H -6.2429 4.2203 -0.0440
H -5.0829 5.3743 1.8599
H -2.7756 4.6465 2.4680
H -0.4981 3.0575 0.4540
H -2.4590 -1.9008 4.3467
H -3.2716 -2.5369 6.6255
H -3.7936 -0.7658 8.2778
H -3.4987 1.6182 7.6471
H -2.6414 2.1967 5.3773
C 4.9002 -1.2290 0.7544
C 4.8912 -1.6250 2.1981
C 5.6289 -0.9148 3.1376
C 5.6322 -1.2527 4.4819
C 4.8717 -2.3322 4.9083
C 4.1209 -3.0467 3.9920
C 4.1231 -2.7041 2.6431
N 3.3948 -3.4921 1.7267
C 2.4394 -2.8760 0.8324
N 2.4166 -3.5454 -0.3491
C 1.4014 -3.5570 -1.3867
C 0.0900 -3.2026 -1.0898
C -0.7614 -3.3148 -2.2033
C -0.3662 -3.7505 -3.4659
C 0.9679 -4.0846 -3.6802
C 1.8830 -3.9794 -2.6393
C 3.3331 -4.3113 -2.8755
N 1.7306 -1.8616 1.1093
C 1.6040 -1.3788 2.4245
C 2.0336 -0.0899 2.7205
C 1.8351 0.4468 3.9801
C 1.1948 -0.3015 4.9564
C 0.7372 -1.5735 4.6491
C 0.9151 -2.1267 3.3877
C 0.2901 -3.4421 3.0241
H 5.6901 -0.5023 0.5609
H 3.9428 -0.7909 0.4675
H 5.0538 -2.0934 0.1051
H 6.2121 -0.0675 2.7937
H 6.2077 -0.6699 5.1893
H 4.8348 -2.6022 5.9560
H 3.4813 -3.8563 4.3234
H 2.9899 -4.3095 2.1653
H 3.2024 -4.1656 -0.4482
H -1.8046 -3.0169 -2.0989
H -1.0777 -3.8021 -4.2864
H 1.3131 -4.4143 -4.6575
H 3.5019 -4.5576 -3.9262
H 3.6774 -5.1724 -2.2890
H 3.9928 -3.4769 -2.6188
H 2.4921 0.4981 1.9344
H 2.1396 1.4654 4.1809
H 0.9928 0.1248 5.9307
H 0.1734 -2.1318 5.3869
H -0.4252 -3.7475 3.7888
H 1.0232 -4.2533 2.9319
H -0.2203 -3.3829 2.0601
O -1.0262 -0.1832 -2.3478
As -0.6900 1.1577 -3.2445
C 1.2302 1.3531 -3.1483
C 1.8976 0.3709 -2.4273
C 3.2891 0.3746 -2.3990
C 3.9993 1.3484 -3.0833
C 3.3279 2.3238 -3.8114
C 1.9415 2.3219 -3.8488
C -1.4470 2.8985 -2.9768
C -0.6961 3.9084 -2.3970
C -1.2836 5.1435 -2.1480
C -2.6123 5.3576 -2.4733
C -3.3653 4.3372 -3.0404
C -2.7843 3.1068 -3.2940
C -0.9551 0.7047 -5.1013
C -1.5417 1.5263 -6.0518
C -1.7046 1.0707 -7.3571
C -1.2825 -0.2039 -7.7022
C -0.7021 -1.0291 -6.7456
C -0.5424 -0.5819 -5.4431
H 1.3413 -0.4136 -1.9218
H 3.8088 -0.3954 -1.8466
H 5.0820 1.3453 -3.0570
H 3.8822 3.0800 -4.3534
H 1.4176 3.0774 -4.4253
H 0.3311 3.7324 -2.0983
H -0.7075 5.9208 -1.6622
H -3.0787 6.3070 -2.2420
H -4.4210 4.4744 -3.2305
H -3.4030 2.2928 -3.6539
H -1.8657 2.5269 -5.7882
H -2.1647 1.7135 -8.0974
H -1.4136 -0.5610 -8.7167
H -0.3836 -2.0316 -7.0021
H -0.1354 -1.2490 -4.6882